(1)
{
  "formula": "C33H37N13O2PS2Ti",
  "method": "wB97M-V/def2-TZVPD",
  "symbols": ["Ti", "C", "C", "C", "C", "C", "C", "N", "C", "C", "C", "C", "C", "C", "N", "N", "C", "C", "C", "C", "C", "N", "H", "H", "H", "H", "H", "H", "H", "H", "H", "H", "H", "H", "H", "N", "N", "C", "N", "S", "H", "H", "H", "H", "H", "N", "C", "P", "O", "O", "C", "N", "H", "H", "H", "H", "H", "H", "H", "H", "H", "H", "N", "C", "C", "C", "C", "C", "C", "N", "C", "C", "C", "C", "N", "C", "C", "H", "H", "H", "H", "H", "H", "H", "H", "H", "S", "C", "N"],
  "xyz": [[-1.41863, -0.30177, -0.72180], [3.07232, -3.19955, -3.13045], [2.94241, -2.83703, -1.79989], [2.00919, -1.88314, -1.40497], [1.16367, -1.28370, -2.33386], [1.31126, -1.65594, -3.67804], [2.25276, -2.58928, -4.07417], [0.18170, -0.29928, -2.01083], [0.26086, 0.83564, -2.82192], [1.37959, 1.31268, -3.51010], [1.26824, 2.47423, -4.25526], [0.05809, 3.16378, -4.33519], [-1.06047, 2.70259, -3.66452], [-0.95015, 1.53012, -2.91686], [-1.92217, 0.89252, -2.18538], [-3.16745, 1.49657, -2.17255], [-4.09575, 0.68837, -1.57443], [-5.46266, 0.99183, -1.57148], [-6.32657, 0.06079, -1.06662], [-5.82964, -1.16694, -0.60453], [-4.47860, -1.37213, -0.61691], [-3.60439, -0.43857, -1.05257], [3.81667, -3.92357, -3.43413], [3.59360, -3.27703, -1.05484], [1.97436, -1.59780, -0.36731], [0.69153, -1.16622, -4.42051], [2.35779, -2.83024, -5.12531], [2.32678, 0.79449, -3.44726], [2.13640, 2.85386, -4.77750], [-0.00810, 4.06929, -4.92330], [-2.00152, 3.23075, -3.73278], [-5.79993, 1.93225, -1.98320], [-7.39018, 0.25819, -1.04946], [-6.48890, -1.93957, -0.23746], [-4.04641, -2.30266, -0.28033], [-2.34032, -1.92508, -3.53973], [-1.40189, -2.94412, -3.51152], [-0.95286, -3.45023, -2.36382], [-0.12129, -4.48746, -2.43765], [-1.39558, -2.88574, -0.81355], [-3.06872, -2.13221, -4.20881], [-1.90943, -1.01936, -3.69892], [-0.94888, -3.22879, -4.37075], [0.24444, -4.80872, -3.31973], [0.38748, -4.73722, -1.60646], [-2.34612, 1.03767, 3.31779], [-1.83686, 2.30681, 2.76667], [-2.54479, 2.38034, 1.09235], [-4.00711, 2.13561, 1.16887], [-1.69504, 1.37702, 0.28307], [-2.20920, 4.02373, 0.38574], [-3.15028, 4.20172, -0.72764], [-3.35676, 1.10856, 3.40755], [-1.96236, 0.86227, 4.23932], [-2.32480, -0.23912, 2.17717], [-0.74762, 2.27064, 2.71116], [-2.12972, 3.17956, 3.35666], [-1.18489, 4.05197, 0.01086], [-2.30814, 4.78261, 1.17049], [-3.02308, 5.10897, -1.15957], [-4.09660, 4.16152, -0.35985], [-3.16937, 2.49158, -1.89633], [3.98444, -1.03129, 4.30211], [5.08586, -0.52572, 4.96149], [5.90415, -1.04648, 5.96097], [6.93502, -0.23807, 6.39010], [7.14860, 1.04290, 5.84728], [6.33517, 1.54960, 4.85887], [5.28453, 0.74587, 4.41008], [4.32887, 0.99960, 3.44385], [3.58420, -0.06976, 3.41069], [2.43624, -0.21801, 2.51250], [1.61054, -1.33596, 2.50430], [0.54475, -1.38395, 1.62392], [0.26757, -0.39967, 0.76750], [1.06912, 0.67625, 0.76828], [2.14810, 0.80733, 1.61310], [3.56717, -1.93197, 4.45053], [5.74619, -2.03007, 6.38263], [7.59971, -0.59555, 7.16505], [7.97232, 1.63681, 6.21926], [6.49321, 2.53212, 4.43594], [1.76664, -2.17872, 3.16378], [-0.09383, -2.25482, 1.58996], [0.83283, 1.45079, 0.05054], [2.77366, 1.68746, 1.58090], [-3.29965, -3.52315, 2.41724], [-2.79553, -2.13168, 1.92893], [-2.37583, -1.07987, 1.50254]],
  "atomic_forces_ev_per_a": [[-0.3, 0.2, -0.5], [0.0, 0.0, 0.0], [0.0, 0.0, 0.0], [0.0, 0.0, 0.0], [0.0, 0.0, 0.0], [0.0, 0.0, 0.0], [0.0, 0.0, 0.0], [0.2, -0.1, 0.0], [-0.1, -0.1, 0.0], [0.0, 0.2, 0.1], [0.0, 0.0, 0.0], [0.0, 0.0, 0.0], [0.0, 0.0, -0.1], [0.1, 0.0, 0.1], [-0.1, 0.1, -0.1], [0.0, 0.1, 0.0], [0.0, 0.0, 0.0], [0.0, 0.0, 0.0], [0.0, 0.0, 0.0], [0.0, 0.0, 0.0], [0.0, 0.1, 0.0], [0.0, -0.1, 0.2], [0.0, 0.0, 0.0], [0.0, 0.0, 0.0], [0.0, 0.0, 0.0], [0.0, 0.0, 0.0], [0.0, 0.0, 0.0], [0.0, 0.0, 0.0], [0.0, 0.0, 0.0], [0.0, 0.0, 0.0], [0.0, 0.0, 0.0], [0.0, 0.0, 0.0], [0.0, 0.0, 0.0], [0.0, 0.0, 0.0], [0.0, 0.0, 0.0], [0.0, 0.0, 0.0], [-0.1, -0.1, 0.0], [-0.1, 0.1, 0.0], [0.1, 0.0, 0.0], [-0.1, 0.1, 0.0], [0.0, 0.0, 0.0], [0.0, 0.0, 0.0], [0.0, 0.0, 0.0], [0.0, 0.0, 0.0], [0.0, 0.0, 0.0], [0.0, 0.0, 0.0], [0.0, 0.0, 0.0], [0.0, 0.0, -0.1], [0.0, 0.0, 0.0], [0.1, -0.3, 0.1], [0.0, 0.0, 0.0], [0.0, 0.0, 0.0], [0.0, 0.0, 0.0], [0.0, 0.0, 0.0], [0.1, 0.0, 0.0], [0.0, 0.0, 0.0], [0.0, 0.0, 0.0], [0.0, 0.0, 0.0], [0.0, 0.0, 0.0], [0.0, 0.0, 0.0], [0.0, 0.0, 0.0], [-0.1, -0.1, 0.0], [0.0, 0.0, 0.0], [0.0, 0.0, 0.0], [0.0, 0.0, 0.0], [0.0, 0.0, 0.0], [0.0, 0.0, 0.0], [0.0, 0.0, 0.0], [0.0, 0.0, 0.0], [0.0, 0.0, 0.0], [0.0, 0.0, 0.0], [0.1, 0.0, 0.1], [-0.1, 0.0, 0.0], [0.1, 0.0, 0.0], [0.1, 0.0, 0.2], [0.0, 0.0, 0.0], [0.0, 0.0, -0.1], [0.0, 0.0, 0.0], [0.0, 0.0, 0.0], [0.0, 0.0, 0.0], [0.0, 0.0, 0.0], [0.0, 0.0, 0.0], [0.0, 0.0, 0.0], [0.0, 0.0, 0.0], [0.0, 0.0, 0.0], [0.0, 0.0, 0.0], [0.0, 0.0, 0.0], [0.1, 0.0, 0.0], [0.0, 0.0, 0.1]],
  "homo_ev": [-9.401, -9.399],
  "relative_energy_ev": 0.000,
  "e_lumo_ha": [-0.10359, -0.10353],
  "gap_ev": [6.58, 6.58],
  "total_energy_ev": -112363.7906,
  "total_charge": 1
}

---

(2)
{
  "formula": "C23H64NO12PS8",
  "method": "wB97M-V/def2-TZVPD",
  "symbols": ["C", "O", "C", "C", "C", "C", "C", "O", "C", "O", "P", "N", "O", "H", "H", "H", "H", "H", "H", "H", "H", "H", "H", "H", "H", "H", "H", "H", "H", "C", "S", "O", "C", "H", "H", "H", "H", "H", "H", "C", "S", "O", "C", "H", "H", "H", "H", "H", "H", "C", "S", "O", "C", "H", "H", "H", "H", "H", "H", "C", "S", "O", "C", "H", "H", "H", "H", "H", "H", "C", "S", "O", "C", "H", "H", "H", "H", "H", "H", "C", "S", "O", "C", "H", "H", "H", "H", "H", "H", "C", "S", "O", "C", "H", "H", "H", "H", "H", "H", "C", "S", "O", "C", "H", "H", "H", "H", "H", "H"],
  "xyz": [[8.38954, -0.23166, -3.75231], [7.35203, 0.72252, -3.93456], [6.57877, 0.35952, -5.08328], [5.10651, 0.24253, -4.70787], [4.73694, -0.98158, -3.86037], [3.40896, -0.93064, -3.06564], [2.12507, -0.52788, -3.76412], [1.64594, -1.45939, -4.76858], [2.38930, -1.60660, -5.87822], [2.84124, -2.63011, -6.15776], [1.98583, 1.28792, -4.18620], [0.28667, 1.56232, -4.12346], [2.35881, 1.51519, -5.79078], [7.99580, -1.24006, -3.73910], [8.86081, -0.06656, -2.79315], [9.11434, -0.10587, -4.55072], [6.65559, 1.18489, -5.78630], [6.95879, -0.52121, -5.58819], [4.84781, 1.12945, -4.14387], [4.54571, 0.19984, -5.63254], [5.54055, -1.14610, -3.15009], [4.72885, -1.87064, -4.47748], [3.24337, -1.88994, -2.60890], [3.52472, -0.24660, -2.22161], [1.38032, -0.58474, -2.98548], [2.52188, -0.78997, -6.59151], [-0.07561, 1.47364, -5.07734], [0.19993, 2.55312, -3.92592], [3.17669, 2.02182, -5.84725], [-4.94914, 2.51213, -5.95738], [-3.30310, 3.03202, -5.45431], [-2.33328, 2.11905, -6.11142], [-3.45601, 2.49857, -3.74301], [-5.05749, 2.71570, -7.02058], [-5.06851, 1.44399, -5.77420], [-5.69427, 3.07943, -5.39935], [-3.67390, 1.43042, -3.70951], [-4.25042, 3.06631, -3.25684], [-2.50972, 2.69149, -3.24160], [-0.86007, -1.57092, 0.10893], [0.88709, -1.21899, 0.32015], [1.57043, -1.60090, -0.94887], [1.20658, -2.51887, 1.51348], [-1.26072, -0.88946, -0.63420], [-0.99342, -2.59686, -0.23293], [-1.37520, -1.41739, 1.05712], [0.94502, -3.48790, 1.08715], [0.62597, -2.33085, 2.41753], [2.26697, -2.50387, 1.75796], [-5.58607, -0.93387, -2.75094], [-4.09172, -0.39825, -1.91244], [-3.60627, -1.55130, -1.09665], [-4.90805, 0.73747, -0.78599], [-5.30896, -1.69023, -3.48327], [-6.28244, -1.35467, -2.02604], [-6.04098, -0.08264, -3.25681], [-5.65208, 0.20442, -0.19590], [-5.38740, 1.53177, -1.35723], [-4.14887, 1.16397, -0.13085], [6.76696, 2.57270, -0.57131], [5.74213, 1.10736, -0.39851], [4.81272, 1.34805, 0.73661], [7.05121, 0.03389, 0.20857], [6.13208, 3.38954, -0.90765], [7.21265, 2.82499, 0.39157], [7.54270, 2.38331, -1.31385], [7.47942, 0.45407, 1.11923], [7.81805, -0.06971, -0.55934], [6.61606, -0.94018, 0.42320], [-8.74385, -1.56518, 0.62438], [-9.08638, 0.07037, -0.02052], [-7.93621, 0.43866, -0.89990], [-8.84959, 0.92558, 1.54204], [-8.79332, -2.27081, -0.20460], [-7.74320, -1.57303, 1.07035], [-9.49224, -1.83027, 1.37107], [-7.84660, 0.72519, 1.92035], [-9.59831, 0.58409, 2.25632], [-8.97291, 1.99273, 1.36631], [2.58277, -0.34546, 4.32132], [2.32056, -1.77111, 5.38613], [1.07058, -2.44380, 4.92532], [1.91247, -0.82538, 6.85448], [2.81836, -0.70185, 3.32081], [1.67682, 0.26037, 4.28997], [3.41798, 0.24146, 4.70238], [1.05283, -0.18640, 6.65274], [2.76716, -0.22020, 7.15012], [1.66987, -1.52461, 7.65271], [-4.17803, -2.77187, 1.63797], [-5.54363, -3.04394, 2.76088], [-6.46476, -1.88052, 2.58098], [-4.62541, -2.76926, 4.28064], [-4.55498, -2.85117, 0.62194], [-3.76911, -1.77403, 1.79196], [-3.40861, -3.52718, 1.80216], [-4.17979, -1.77457, 4.26475], [-3.85132, -3.53030, 4.37622], [-5.31842, -2.84756, 5.11606], [0.14880, 2.62514, 8.57752], [1.85580, 2.85332, 9.09515], [2.65525, 1.77998, 8.44962], [1.59820, 2.36399, 10.80554], [0.08745, 2.84028, 7.51258], [-0.15741, 1.59505, 8.76263], [-0.49132, 3.31605, 9.12599], [1.19588, 1.35139, 10.84174], [0.91167, 3.06345, 11.28256], [2.55980, 2.39435, 11.31337]],
  "atomic_forces_ev_per_a": [[-0.2, 0.6, 0.1], [0.1, -0.9, -0.1], [-0.7, 1.0, 0.3], [0.2, -0.8, 0.3], [-0.2, 0.0, 0.0], [1.0, 0.5, -0.5], [-0.5, 0.6, -0.9], [0.0, 0.4, 0.5], [-1.1, 2.6, 0.3], [1.8, -4.3, -1.2], [0.6, 0.8, 1.5], [0.7, -0.1, -1.1], [-0.2, -0.4, -0.1], [-0.1, -0.4, -0.1], [0.2, 0.3, 0.2], [0.4, -0.3, -0.1], [0.2, 0.2, -0.3], [0.1, -0.4, 0.1], [-0.2, 0.5, 0.0], [-0.3, 0.2, -0.3], [0.1, 0.0, 0.4], [0.0, -0.2, -0.4], [-0.1, -0.5, 0.1], [-0.1, 0.1, -0.1], [-0.4, 0.0, 0.2], [-0.4, 0.9, 0.5], [-0.5, -0.3, 0.2], [-0.1, 0.0, 0.2], [-0.1, 0.0, 0.0], [-0.1, -0.1, 0.0], [0.0, 0.1, 0.1], [0.0, -0.1, 0.0], [-0.1, 0.0, 0.0], [0.1, 0.0, 0.0], [0.1, 0.0, 0.0], [0.0, 0.0, 0.0], [0.1, 0.1, -0.1], [0.0, 0.1, 0.0], [0.0, 0.0, 0.0], [0.1, -0.1, 0.0], [0.0, 0.1, 0.1], [-0.1, -0.1, 0.1], [-0.1, -0.1, 0.0], [0.0, 0.0, 0.0], [0.0, 0.0, 0.0], [0.0, 0.0, 0.0], [0.0, 0.0, -0.1], [0.1, 0.0, 0.0], [0.0, 0.0, 0.0], [-0.1, -0.2, -0.1], [-0.1, -0.1, 0.1], [-0.2, 0.0, 0.0], [0.1, 0.0, 0.2], [0.1, 0.0, 0.0], [0.0, 0.1, 0.0], [0.0, 0.0, 0.1], [0.0, 0.0, -0.1], [-0.1, -0.1, 0.0], [0.1, 0.0, -0.1], [0.2, 0.1, 0.0], [-0.1, -0.1, -0.2], [0.1, 0.0, 0.1], [0.1, 0.0, 0.1], [-0.1, -0.1, 0.0], [-0.1, 0.0, 0.0], [-0.1, 0.0, -0.1], [0.0, 0.0, 0.0], [0.0, 0.0, 0.0], [-0.1, 0.0, 0.0], [0.2, -0.1, -0.1], [-0.2, 0.0, 0.1], [0.0, 0.0, 0.0], [0.1, 0.1, 0.1], [-0.1, 0.1, 0.0], [-0.3, 0.0, -0.1], [0.0, 0.0, 0.0], [0.0, -0.1, 0.0], [0.0, 0.0, 0.0], [0.0, 0.0, -0.1], [0.0, 0.0, 0.0], [0.0, 0.1, 0.0], [-0.1, 0.1, 0.0], [0.0, 0.0, 0.0], [0.0, 0.0, 0.0], [0.0, 0.0, 0.0], [0.0, 0.0, 0.0], [0.0, 0.0, -0.1], [0.0, 0.0, 0.0], [0.0, -0.1, 0.0], [0.0, -0.1, 0.0], [0.2, -0.1, 0.0], [0.1, 0.1, 0.2], [0.0, 0.1, 0.1], [0.0, 0.1, 0.0], [-0.1, 0.0, 0.0], [0.0, 0.0, 0.0], [0.0, 0.0, -0.1], [0.0, 0.0, 0.0], [0.0, 0.0, 0.0], [-0.1, -0.1, 0.0], [0.0, 0.1, 0.0], [0.0, -0.1, 0.0], [0.0, -0.1, 0.1], [0.1, 0.0, 0.0], [0.1, 0.0, 0.0], [0.0, 0.0, 0.0], [0.0, 0.0, -0.1], [0.0, 0.0, 0.0], [0.0, 0.0, -0.1]],
  "homo_ev": -7.762,
  "e_lumo_ha": 0.01672,
  "gap_ev": 8.22,
  "total_energy_ev": -146913.1394,
  "total_charge": 0
}